C4H8O2 | ωB97M-V/def2-TZVPD

Geometry as ORCA input:
```
! RIJCOSX wB97M-V def2-TZVPD def2/J DEFGRID3
* xyz 0 1
O -1.692 0.275 1.584
C -0.737 0.108 0.646
C 0.045 -0.937 0.365
C 0.699 -0.186 -0.782
O 0.623 -0.762 -2.061
C -0.360 0.928 -0.545
H -2.507 0.428 1.092
H 1.179 0.783 1.907
H -0.247 -1.966 0.487
H 1.240 -0.146 1.716
H 1.716 0.180 -0.562
H 1.266 -1.481 -2.091
H -1.173 0.801 -1.267
H -0.054 1.975 -0.488
*
```

Summary:
ΔE to the lowest compared entry with this formula, charge and spin: 112.45 kcal/mol
E: -8368.4055 eV
Gap between HOMO and LUMO: 9.3 eV
HOMO energy: -8.6 eV
Maximum force: 0.0914 Eh/bohr